(1)
This record from the Open Molecules 2025 dataset describes a 2-piece molecular cluster, C4H4 overall. The level of theory is ωB97M-V with the def2-TZVPD basis set.

Geometry as XYZ:
```
8
C4H4, DFT ωB97M-V with the def2-TZVPD basis set
C -2.786 -0.656 0.200
C -1.810 0.190 0.054
C -0.925 0.994 -0.304
C 1.381 -0.500 0.015
H -0.193 1.708 -0.284
H 1.868 -0.770 -0.914
H 0.675 -1.197 0.439
H 1.790 0.230 0.794
```

Calculated values
LUMO level (alpha / beta) ... -1.8771 / -1.8622 eV
E_HOMO (alpha / beta) ... -7.7 / -7.7 eV
ΔE to the lowest compared entry with this formula, charge and spin ... 687.8 kJ/mol
Max |F| ... 3.0 eV/Å
Charge ... 0
DFT total energy ... -4203.030 eV



(2)
This record from the Open Molecules 2025 dataset describes C7H28AsCrF6N14O7 as an isolated structure. The level of theory is ωB97M-V with the def2-TZVPD basis set.

Geometry as XYZ:
```
64
C7H28AsCrF6N14O7, DFT ωB97M-V with the def2-TZVPD basis set
Cr 0.032 0.209 0.148
As 1.527 -0.883 -3.438
F 2.668 -2.065 -2.605
F 2.105 -1.328 -5.072
F 0.402 0.371 -4.193
F 0.871 -0.509 -1.760
F 2.719 0.366 -3.246
F 0.343 -2.154 -3.460
C 0.597 -1.484 2.988
O 0.552 -0.871 1.959
N -0.121 -1.197 4.109
N 1.267 -2.588 3.193
H -0.744 -0.404 4.161
H 0.081 -1.747 4.932
H 1.913 -2.846 2.461
H 1.217 -3.023 4.103
C -2.321 0.157 -2.179
O -1.367 0.239 -1.429
N -2.884 -0.981 -2.490
N -3.010 1.185 -2.610
H -2.477 -1.800 -2.061
H -3.689 -0.966 -3.100
H -3.850 1.024 -3.147
H -2.646 2.117 -2.469
C 3.280 -0.130 0.259
O 2.105 0.200 0.248
N 4.074 -0.255 -0.787
N 3.933 -0.407 1.273
H 5.023 -0.563 -0.633
H 3.776 -0.238 -1.752
H 3.598 -0.213 2.206
H 4.924 -0.566 1.161
C -2.982 -0.177 1.515
O -1.896 0.020 0.969
N -3.208 -1.040 2.443
N -4.025 0.499 1.054
H -2.431 -1.550 2.838
H -4.073 -1.228 2.929
H -3.991 1.137 0.272
H -4.948 0.228 1.360
C 0.949 2.790 -1.772
O 0.595 1.888 -1.066
N 1.046 4.017 -1.371
N 1.027 2.721 -3.025
H 1.343 4.715 -2.038
H 0.602 4.157 -0.475
H 1.198 3.561 -3.560
H 0.801 1.855 -3.494
C 0.467 2.805 2.273
O 0.194 1.740 1.660
N 1.263 2.892 3.281
N -0.092 3.920 1.890
H 1.639 2.012 3.603
H 1.143 3.720 3.847
H -0.183 4.601 2.630
H -0.787 3.994 1.160
C -0.792 -3.017 -0.372
O -0.406 -1.921 -0.038
N -1.047 -3.912 0.527
N -0.977 -3.397 -1.565
H -0.885 -3.663 1.492
H -1.479 -4.800 0.315
H -0.625 -2.881 -2.358
H -1.337 -4.332 -1.693
```

Calculated values
LUMO level (alpha / beta) ... -7.0936 / -5.5387 eV
E_HOMO (alpha / beta) ... -14.7 / -14.7 eV
⟨S²⟩ ... 3.760
Max |F| ... 9.1 eV/Å
Charge ... +2
Multiplicity ... 4
DFT total energy ... -148467.834 eV



(3)
This record from the Open Molecules 2025 dataset describes C34H23AuBrF9N3O2P as an isolated structure. The level of theory is ωB97M-V with the def2-TZVPD basis set.

Geometry as XYZ:
```
74
C34H23AuBrF9N3O2P, DFT ωB97M-V with the def2-TZVPD basis set
Au 12.744 9.421 12.531
Br 13.119 9.519 6.477
C 14.334 8.768 7.735
C 15.221 7.776 7.414
N 16.377 7.650 8.044
C 16.531 8.349 9.173
C 15.556 9.139 9.760
C 14.474 9.453 8.945
C 15.882 9.928 11.028
O 16.817 10.738 10.789
O 15.345 9.664 12.160
H 14.934 7.012 6.698
H 17.513 8.312 9.716
H 13.760 10.220 9.189
F 12.355 14.151 19.287
C 13.389 13.806 18.394
F 13.941 14.985 17.994
F 14.391 13.098 18.987
C 12.966 13.153 17.131
C 13.495 11.902 16.762
C 13.474 11.554 15.387
C 12.689 12.260 14.514
C 12.063 13.400 14.883
C 12.195 13.833 16.210
P 12.426 11.751 12.815
C 10.701 11.947 12.399
C 10.249 11.948 11.083
C 8.923 11.891 10.706
C 7.913 11.878 11.694
C 8.366 11.904 13.032
C 9.734 11.850 13.411
C 6.431 11.766 11.345
F 5.960 10.503 11.264
F 5.633 12.421 12.237
F 6.207 12.455 10.109
C 13.316 12.992 11.901
C 14.710 12.852 11.938
C 15.557 13.758 11.312
C 14.964 14.668 10.358
C 13.607 14.725 10.258
C 12.735 13.966 11.055
C 15.837 15.482 9.468
F 15.495 15.599 8.178
F 17.114 14.922 9.525
F 15.951 16.716 9.990
H 13.954 11.197 17.496
H 14.156 10.813 14.995
H 11.528 14.084 14.227
H 11.715 14.789 16.463
H 10.979 12.105 10.307
H 8.598 11.753 9.686
H 7.588 11.872 13.811
H 9.952 11.669 14.466
H 15.204 12.123 12.549
H 16.624 13.553 11.374
H 13.091 15.446 9.576
H 11.648 14.130 11.071
C 9.935 7.539 9.871
C 9.725 7.083 11.270
C 8.854 6.039 11.785
C 9.056 6.009 13.115
C 10.076 7.011 13.413
C 10.586 7.343 14.725
N 10.377 7.724 12.270
H 9.284 7.125 9.113
H 11.015 7.308 9.549
H 9.893 8.632 9.884
H 8.203 5.446 11.168
H 8.825 5.221 13.817
H 10.371 6.523 15.404
H 10.192 8.280 15.195
H 11.679 7.533 14.678
N 13.842 6.540 12.199
C 13.442 7.608 12.336
```

Calculated values
LUMO level ... 3.6271 eV
E_HOMO ... -0.3 eV
Max |F| ... 4.2 eV/Å
Charge ... -2
DFT total energy ... -151678.136 eV



(4)
This record from the Open Molecules 2025 dataset describes a 2-piece molecular cluster, C4H11NOS overall. The level of theory is ωB97M-V with the def2-TZVPD basis set.

Geometry as XYZ:
```
18
C4H11NOS, DFT ωB97M-V with the def2-TZVPD basis set
C 0.127 -1.797 -2.772
C 0.295 -1.012 -1.488
N 1.608 -0.887 -0.990
O -0.659 -0.648 -0.822
H 1.093 -1.924 -3.199
H -0.281 -1.209 -3.543
H -0.572 -2.569 -2.577
H 1.710 0.019 -0.533
H 1.738 -1.597 -0.247
C -0.034 2.274 1.682
C -0.479 0.825 1.930
S -2.277 0.652 1.667
H -0.613 2.996 2.281
H -0.112 2.533 0.614
H 1.022 2.413 1.986
H 0.113 0.099 1.338
H -0.205 0.523 2.931
H -2.472 -0.689 1.742
```

Calculated values
LUMO level ... 0.6744 eV
E_HOMO ... -8.5 eV
ΔE to the lowest compared entry with this formula, charge and spin ... 134.3 kJ/mol
Max |F| ... 2.1 eV/Å
Charge ... 0
SMILES ... CC(N)=O.CCS
DFT total energy ... -18698.527 eV



(5)
This record from the Open Molecules 2025 dataset describes C18H19Cl3CrN5OS3 as an isolated structure. The level of theory is ωB97M-V with the def2-TZVPD basis set.

Geometry as XYZ:
```
50
C18H19Cl3CrN5OS3, DFT ωB97M-V with the def2-TZVPD basis set
Cr 0.266 0.640 -0.170
C 1.710 -3.254 -0.104
C 2.608 -2.197 -0.711
S 2.506 -0.502 -0.002
C 2.827 -0.717 1.781
C 1.740 -1.267 2.698
S 0.041 -0.628 2.429
C -0.948 -2.168 2.530
C -0.570 -3.303 1.591
S -0.063 -2.745 -0.082
H 1.766 -4.152 -0.723
H 2.024 -3.515 0.906
H 3.655 -2.497 -0.638
H 2.357 -2.049 -1.760
H 3.715 -1.350 1.858
H 3.083 0.297 2.094
H 1.668 -2.349 2.641
H 2.008 -0.994 3.721
H -0.914 -2.509 3.567
H -1.956 -1.816 2.311
H 0.237 -3.909 1.996
H -1.434 -3.954 1.446
N -4.192 0.165 -0.318
C -3.198 0.448 0.538
N -2.054 0.449 -0.114
C -2.407 0.156 -1.407
N -3.707 -0.019 -1.544
C -1.401 0.074 -2.427
C -1.686 -0.064 -3.786
N -0.747 -0.114 -4.704
C 0.516 -0.006 -4.279
C 0.832 0.138 -2.948
N -0.112 0.174 -1.979
H -5.188 0.094 -0.152
H -3.329 0.652 1.582
H -2.710 -0.132 -4.122
H 1.281 -0.048 -5.041
H 1.862 0.257 -2.622
Cl 1.951 7.355 1.857
C 1.647 5.675 1.680
C 0.922 5.214 0.585
C 0.681 3.862 0.481
Cl -0.183 3.178 -0.853
C 1.118 2.919 1.438
O 0.861 1.664 1.300
C 1.879 3.440 2.512
Cl 2.481 2.315 3.665
C 2.141 4.788 2.632
H 0.551 5.902 -0.157
H 2.719 5.165 3.461
```

Calculated values
LUMO level (alpha / beta) ... -3.8104 / -4.0909 eV
E_HOMO (alpha / beta) ... -10.1 / -10.3 eV
ΔE to the lowest compared entry with this formula, charge and spin ... 63.7 kJ/mol
⟨S²⟩ ... 6.017
Max |F| ... 4.0 eV/Å
Charge ... +1
Multiplicity ... 5
DFT total energy ... -126962.844 eV



(6)
This record from the Open Molecules 2025 dataset describes C22H15BClF4N4O4Ru as an isolated structure. The level of theory is ωB97M-V with the def2-TZVPD basis set.

Geometry as XYZ:
```
52
C22H15BClF4N4O4Ru, DFT ωB97M-V with the def2-TZVPD basis set
Ru 0.322 0.138 0.124
O -0.770 -1.092 -1.124
C -0.300 -2.465 -1.289
C 0.998 -2.560 -0.458
O 1.620 -3.563 -0.324
O 1.419 -1.393 0.101
C 0.022 -2.725 -2.764
C -0.188 -1.776 -3.759
C 0.090 -2.072 -5.088
C 0.586 -3.315 -5.434
C 0.805 -4.263 -4.444
C 0.524 -3.974 -3.120
C -1.398 -3.378 -0.740
C -2.711 -2.922 -0.685
C -3.723 -3.751 -0.223
C -3.435 -5.043 0.188
C -2.127 -5.502 0.130
C -1.111 -4.679 -0.332
H -1.060 -0.724 -1.973
H -0.553 -0.768 -3.577
H -0.082 -1.320 -5.846
H 0.801 -3.547 -6.468
H 1.197 -5.238 -4.701
H 0.709 -4.724 -2.364
H -2.970 -1.927 -1.021
H -4.742 -3.387 -0.198
H -4.224 -5.692 0.542
H -1.889 -6.509 0.445
H -0.097 -5.051 -0.348
O 1.470 1.205 1.155
N 1.715 0.962 2.454
C 1.790 2.020 3.176
C 2.082 1.842 4.571
N 2.305 1.718 5.689
C 1.552 3.340 2.656
N 1.308 4.377 2.231
Cl -0.585 -2.606 4.844
C -1.243 -1.678 3.565
C -2.601 -1.394 3.501
C -3.075 -0.641 2.443
C -2.199 -0.196 1.474
N -0.889 -0.474 1.562
C -0.401 -1.204 2.580
H -3.266 -1.760 4.272
H -4.122 -0.391 2.356
H -2.518 0.406 0.637
H 0.659 -1.410 2.589
F -0.726 1.547 -0.587
B -2.673 2.504 -1.499
F -2.326 3.720 -1.163
F -2.365 1.999 -2.682
F -3.457 1.787 -0.696
```

Calculated values
LUMO level (alpha / beta) ... -6.9230 / -6.8522 eV
E_HOMO (alpha / beta) ... -12.3 / -12.3 eV
Max |F| ... 2.6 eV/Å
Charge ... +1
DFT total energy ... -63853.204 eV